1.
The following is a DFT calculation (wB97M-V/def2-TZVPD) of C48H34F15GeN5PtSSi2 as an isolated structure.

- energy relative to the best compared isomer or geometry (same formula, charge and spin) (kcal/mol) = 89.2
- multiplicity = 5
- E_tot (a.u.) = -6794.39294
- orbital gap (spin up / spin down) (eV) = 3.9 / 5.3
- expectation value of S² = 6.0481
- highest occupied orbital energy (spin up / spin down) (eV) = -3.99 / -8.15
- LUMO level (spin up / spin down) (eV) = -0.1 / -2.9

Geometry (Å):
H (9.514, 14.570, 8.469)
H (8.853, 15.079, 13.118)
N (14.211, 15.617, 10.608)
C (16.090, 13.822, 7.351)
H (14.383, 14.743, 6.328)
Pt (11.889, 15.620, 10.768)
C (14.940, 14.610, 7.231)
C (14.402, 15.349, 8.251)
C (12.468, 8.858, 13.405)
H (10.797, 13.430, 13.475)
C (15.851, 17.095, 11.453)
C (8.241, 20.217, 11.311)
Ge (11.783, 11.252, 9.852)
H (13.857, 19.033, 11.584)
C (9.608, 19.951, 11.417)
H (10.717, 17.369, 13.842)
F (11.231, 8.603, 15.353)
C (7.628, 17.904, 10.835)
F (7.104, 7.710, 8.465)
F (16.384, 8.715, 6.759)
C (8.012, 8.556, 8.867)
C (12.705, 9.470, 12.206)
Si (11.620, 18.015, 11.735)
H (10.754, 17.915, 8.153)
C (15.658, 10.066, 8.557)
C (16.771, 12.952, 6.243)
H (14.776, 13.743, 14.882)
H (7.574, 14.657, 12.030)
H (7.840, 21.228, 11.300)
H (6.255, 19.670, 10.780)
H (16.343, 13.147, 5.224)
C (8.855, 15.309, 8.960)
C (11.858, 10.463, 11.698)
C (11.722, 17.812, 13.628)
F (11.491, 8.382, 9.697)
C (12.684, 13.168, 14.676)
H (6.849, 17.141, 10.753)
F (6.493, 10.315, 8.867)
H (12.425, 17.277, 14.200)
H (17.236, 18.568, 12.485)
H (10.305, 20.840, 11.681)
C (11.436, 9.251, 14.218)
C (15.414, 16.327, 14.084)
H (8.964, 13.595, 12.035)
N (13.631, 14.794, 13.479)
C (16.545, 17.777, 12.487)
C (14.591, 10.683, 9.168)
H (11.953, 18.502, 5.816)
C (11.846, 13.744, 13.751)
H (16.031, 17.405, 10.389)
H (16.354, 18.539, 15.526)
H (15.165, 16.060, 15.100)
C (11.568, 17.373, 7.723)
C (14.111, 9.025, 7.026)
C (16.363, 17.309, 13.814)
H (17.600, 13.287, 8.774)
C (15.409, 9.232, 7.499)
N (13.339, 16.240, 7.865)
F (16.857, 10.276, 9.037)
H (17.686, 17.323, 15.555)
C (16.637, 13.756, 8.629)
F (13.200, 7.796, 13.842)
H (12.596, 20.314, 11.244)
C (13.819, 13.882, 14.464)
H (8.502, 16.222, 8.451)
F (13.972, 8.226, 5.967)
C (14.956, 16.115, 11.690)
C (14.610, 15.718, 13.072)
F (9.537, 6.760, 9.009)
C (16.090, 14.423, 9.696)
C (13.071, 9.729, 7.634)
F (9.987, 11.781, 12.108)
N (12.249, 16.570, 8.571)
F (9.623, 10.673, 14.616)
C (8.819, 10.773, 9.226)
F (13.714, 9.056, 11.489)
C (10.275, 8.917, 9.486)
H (14.225, 16.955, 5.950)
H (16.799, 11.890, 6.512)
C (8.972, 17.659, 10.916)
C (12.232, 17.687, 6.548)
C (17.129, 17.977, 14.953)
N (12.404, 14.703, 12.980)
H (16.500, 14.357, 10.711)
C (7.295, 19.269, 10.957)
F (8.579, 12.052, 9.345)
C (12.874, 19.236, 11.110)
H (11.454, 18.887, 14.081)
C (13.262, 10.481, 8.777)
F (11.784, 9.549, 7.265)
C (14.877, 15.116, 9.577)
F (14.764, 11.453, 10.260)
C (10.642, 10.247, 13.829)
Si (9.478, 15.779, 10.762)
H (13.056, 19.159, 10.082)
H (17.759, 13.407, 6.111)
C (8.638, 14.622, 12.116)
H (17.839, 18.677, 14.502)
C (10.815, 10.826, 12.540)
H (7.897, 14.829, 9.314)
C (9.289, 8.049, 9.171)
H (12.579, 12.234, 15.344)
C (10.092, 10.250, 9.491)
C (9.855, 18.592, 11.340)
C (13.401, 16.912, 6.641)
C (7.735, 9.865, 9.005)
S (11.766, 13.370, 9.396)

Löwdin population analysis, charges in e, atoms 1 to 8: number 1, H, carries -0.037; number 2, H, carries 0.032; number 3, N, carries 0.053; number 4, C, carries -0.204; number 5, H, carries 0.113; number 6, Pt, carries 0.648; number 7, C, carries 0.016; number 8, C, carries -0.125


2.
The following is a DFT calculation (wB97M-V/def2-TZVPD) of C48H34F2N7O3RuS2 as an isolated structure.

- energy relative to the best compared isomer or geometry (same formula, charge and spin) (kcal/mol) = 26.4
- multiplicity = 2
- E_tot (a.u.) = -3549.68172
- orbital gap (spin up / spin down) (eV) = 6.2 / 6.6
- expectation value of S² = 0.7568
- highest occupied orbital energy (spin up / spin down) (eV) = -6.96 / -7.38
- LUMO level (spin up / spin down) (eV) = -0.8 / -0.8

Geometry (Å):
C (0.310, 2.321, -1.493)
Ru (0.197, -0.363, -0.063)
C (6.224, -3.943, -1.666)
C (-2.167, -3.547, 1.680)
F (0.259, -2.228, -2.275)
S (-6.562, 2.369, 1.293)
C (2.248, -7.695, 1.774)
C (-1.513, 0.978, -4.516)
H (7.000, -0.351, 5.604)
H (4.130, -6.768, 1.284)
H (1.959, 1.846, 5.291)
O (2.650, -1.944, 1.262)
C (3.458, 0.965, -0.358)
H (-7.626, 4.528, 0.959)
H (1.300, 2.519, -1.917)
C (4.678, -0.708, 0.745)
C (-2.780, 1.018, 0.533)
C (-1.693, -2.373, 1.102)
H (2.517, -8.714, 2.006)
C (-4.320, -2.510, 2.131)
N (-1.006, 0.337, -1.882)
C (5.297, -0.656, 2.135)
C (-4.639, -0.113, 1.480)
H (5.529, 1.098, -0.122)
C (-0.027, -4.552, 1.257)
C (-4.496, 3.494, 0.331)
C (6.524, -0.431, 4.634)
C (-0.720, 1.794, -3.738)
O (3.254, 1.963, -1.016)
O (0.802, 3.634, 0.889)
H (7.280, -0.463, 1.334)
C (1.440, 2.179, 3.236)
H (-2.176, -1.333, -2.155)
C (5.281, -1.824, -0.110)
C (-3.511, -3.586, 2.194)
C (3.059, -6.672, 1.395)
C (5.492, -3.079, 0.459)
C (-2.077, -0.161, -3.953)
C (1.537, 1.420, 4.389)
C (-1.786, -0.445, -2.638)
C (1.081, 0.108, 4.380)
C (6.021, -2.695, -2.233)
H (6.583, -4.766, -2.271)
C (-4.127, 1.047, 0.954)
C (0.889, 1.599, 2.107)
H (1.975, -1.898, -1.326)
N (-2.034, -0.053, 0.603)
C (2.340, -5.465, 1.167)
H (5.372, -0.673, -1.915)
H (-5.661, -0.146, 1.843)
C (-3.849, -1.274, 1.568)
H (5.285, -3.226, 1.512)
C (-1.292, -4.647, 1.766)
H (-3.862, -4.512, 2.635)
H (-5.383, 5.497, -0.008)
N (0.465, 0.330, 2.093)
C (-2.545, -1.199, 1.085)
S (0.614, -7.208, 1.854)
H (-5.332, -2.556, 2.515)
C (6.677, -0.494, 2.237)
C (0.563, -0.401, 3.203)
H (-2.716, -0.819, -4.526)
H (-0.179, 3.294, -1.370)
C (1.105, -1.319, -1.637)
C (-6.691, 4.006, 0.833)
H (1.135, -0.516, 5.261)
C (3.152, -0.955, 0.728)
C (-0.490, 1.455, -2.409)
C (5.548, -1.640, -1.459)
H (-1.693, 1.222, -5.556)
H (4.547, -0.637, 5.439)
H (-0.269, 2.691, -4.143)
H (-2.291, 1.902, 0.139)
N (4.697, 0.591, 0.121)
C (0.318, -3.355, 0.596)
C (5.959, -4.131, -0.313)
H (8.362, -0.250, 3.536)
H (1.277, -3.264, 0.115)
C (0.999, -5.603, 1.373)
H (-1.627, -5.557, 2.253)
C (-5.519, 4.483, 0.338)
N (2.522, 0.006, 0.035)
H (3.468, -0.854, 3.232)
H (2.809, -4.523, 0.904)
C (5.151, -0.597, 4.540)
H (-3.492, 3.684, -0.022)
F (1.511, -0.468, -2.628)
H (6.230, -2.536, -3.284)
H (1.767, 3.208, 3.176)
H (0.223, -1.428, 3.138)
N (0.422, 1.654, -0.219)
C (4.538, -0.711, 3.297)
H (6.126, -5.100, 0.141)
N (-0.459, -2.296, 0.537)
C (7.288, -0.380, 3.474)
C (0.706, 2.404, 0.836)
C (-4.910, 2.291, 0.821)

Löwdin population analysis, charges in e, atoms 1 to 8: number 1, C, carries -0.147; number 2, Ru, carries 1.288; number 3, C, carries -0.092; number 4, C, carries -0.131; number 5, F, carries -0.054; number 6, S, carries 1.053; number 7, C, carries -0.414; number 8, C, carries -0.053


3.
The following is a DFT calculation (wB97M-V/def2-TZVPD) of C48H34N7O8P2PtSSe2 as an isolated structure.

- energy relative to the best compared isomer or geometry (same formula, charge and spin) (kcal/mol) = 8.3
- E_tot (a.u.) = -8837.85017
- orbital gap (eV) = 5.5
- highest occupied orbital energy (eV) = -4.31
- total charge = -1
- LUMO level (eV) = 1.2

Geometry (Å):
H (3.673, 4.897, 3.469)
H (0.442, -6.068, 2.299)
H (7.568, 1.499, 0.423)
C (7.426, 1.228, -3.749)
H (-3.065, -1.274, 3.965)
C (2.405, -3.643, 0.988)
C (1.307, -5.432, 2.162)
N (-5.017, 0.489, 4.331)
N (-1.274, 0.805, 0.402)
H (4.345, -4.789, 3.516)
N (3.460, 0.755, 1.568)
C (3.580, 2.994, 2.495)
H (5.368, 1.847, -3.801)
C (8.049, -0.228, -1.941)
Se (0.476, -2.044, -1.151)
H (4.933, -1.790, -4.461)
C (7.597, -1.205, 2.466)
C (2.585, 1.199, 3.783)
C (6.736, -0.177, -1.469)
N (4.677, 0.535, 1.192)
Se (6.697, -3.205, -0.197)
H (0.055, 1.583, 3.234)
O (0.239, -1.204, 2.263)
H (9.033, 1.152, 4.431)
P (6.343, -1.149, -0.006)
H (4.820, -5.815, -2.994)
O (-0.321, 3.928, 3.051)
C (4.614, -2.509, -3.716)
P (2.379, -2.430, -0.364)
C (-1.894, 2.347, 3.600)
C (3.303, -1.022, 0.407)
C (-3.780, 1.872, -0.060)
H (3.541, -1.051, -2.540)
S (2.534, 2.395, -0.989)
C (-3.219, 2.105, 3.898)
H (4.020, 3.320, 1.560)
O (-5.346, -0.678, 4.365)
C (-0.147, 2.748, -0.343)
C (4.958, -3.848, -3.843)
H (0.465, -4.380, 0.481)
C (8.579, 0.701, 3.556)
C (-1.387, 2.096, -0.032)
C (-2.687, 4.057, -0.601)
C (6.122, 1.267, -3.283)
H (7.312, -2.251, 2.463)
H (-4.480, -0.098, 0.389)
C (8.369, 1.464, 2.415)
C (3.498, -3.753, 1.845)
C (-1.399, 0.011, 3.547)
H (5.558, -4.173, -4.685)
C (8.392, 0.479, -3.081)
C (7.755, 0.901, 1.306)
H (2.623, 4.083, 5.558)
C (-3.625, 0.557, 0.278)
H (-2.168, -0.977, 0.823)
H (1.901, 1.720, 5.741)
C (-3.604, 0.789, 4.029)
C (2.382, 2.076, 4.838)
C (3.458, -3.020, -1.675)
C (8.204, -0.636, 3.578)
C (-1.495, 4.720, -0.793)
C (-2.648, 2.701, -0.234)
H (-3.642, 4.555, -0.718)
H (2.287, 0.159, 3.847)
H (7.699, 1.786, -4.638)
C (1.313, -4.488, 1.145)
C (3.380, 3.858, 3.562)
C (3.849, -2.091, -2.639)
N (0.956, 1.945, -0.287)
C (2.784, 3.402, 4.730)
H (9.408, 0.441, -3.454)
O (-5.768, 1.420, 4.528)
H (8.379, -1.237, 4.463)
O (-2.249, 4.624, 3.694)
H (-4.770, 2.286, -0.223)
C (4.648, -0.573, 0.450)
C (-0.480, -1.173, 3.325)
O (2.964, 1.050, -1.481)
H (8.785, -0.827, -1.418)
C (-0.977, 1.329, 3.430)
H (4.362, -3.113, 1.720)
C (3.180, 1.681, 2.630)
C (2.394, -5.539, 3.016)
H (8.668, 2.505, 2.394)
C (-0.243, 4.100, -0.697)
H (4.740, 0.614, -1.768)
C (4.543, -4.773, -2.894)
O (-0.498, -2.044, 4.185)
C (5.765, 0.561, -2.138)
C (3.492, -4.704, 2.853)
H (3.472, -5.078, -1.056)
H (2.388, -6.273, 3.813)
H (-1.522, 5.773, -1.051)
C (7.356, -0.433, 1.335)
H (0.658, 4.651, -0.903)
O (2.139, 3.294, -2.089)
C (-2.720, -0.255, 3.858)
Pt (0.614, 0.307, 0.844)
H (-3.919, 2.916, 4.015)
N (2.595, -0.154, 1.141)
C (-2.339, 0.048, 0.520)
C (3.791, -4.360, -1.803)
N (-1.453, 3.747, 3.428)

Löwdin population analysis, charges in e, atoms 1 to 8: number 1, H, carries 0.107; number 2, H, carries 0.103; number 3, H, carries 0.109; number 4, C, carries -0.085; number 5, H, carries 0.139; number 6, C, carries -0.345; number 7, C, carries -0.072; number 8, N, carries -0.351


Question: Which of these has the highest E_tot?
Answer: C48H34F2N7O3RuS2


Question: What is the formula in the second record?
Answer: C48H34F2N7O3RuS2


Question: Which formula does entry 1 have?
Answer: C48H34F15GeN5PtSSi2